No. 1
59
Properties=species:S:1:pos:R:3:lowdin_charge:R:1 method="wB97M-V/def2-TZVPD" smiles="COc1cc(C(=O)NCc2ccc(C(=O)NCC(OC)OC)cc2)cc(OC)c1OC" charge=0 e_above_lowest_kj_mol=386.0 homo_ha=-0.31814
C -7.717 -0.977 -1.231 -0.063
H -8.001 -1.005 -0.177 0.098
O -6.647 -0.087 -1.461 -0.054
C -5.487 -0.169 -0.767 -0.179
C -4.564 0.829 -1.086 0.068
C -3.333 0.908 -0.463 -0.127
C -3.007 -0.018 0.521 0.043
C -3.906 -1.018 0.854 -0.209
C -5.142 -1.128 0.197 -0.134
O -6.000 -2.174 0.508 -0.143
C -5.522 -3.454 0.130 -0.058
H -6.272 -4.164 0.474 0.098
H -4.558 -3.681 0.590 0.092
H -5.422 -3.525 -0.959 0.100
O -3.509 -1.925 1.815 -0.105
C -4.328 -1.996 2.970 -0.063
H -4.312 -1.044 3.511 0.099
H -3.891 -2.774 3.593 0.095
H -5.361 -2.252 2.730 0.087
H -2.051 -0.014 1.022 0.125
C -2.387 1.982 -0.894 -0.459
O -2.308 2.366 -2.044 0.072
N -1.644 2.508 0.108 0.076
H -1.738 2.143 1.041 0.137
C -0.602 3.485 -0.126 -0.123
C 0.762 2.891 0.110 -0.203
C 1.149 1.762 -0.604 -0.017
C 2.381 1.177 -0.386 -0.018
C 3.255 1.718 0.554 -0.134
C 2.878 2.862 1.249 -0.008
C 1.639 3.437 1.038 -0.025
H 1.354 4.321 1.591 0.111
H 3.573 3.287 1.958 0.119
C 4.610 1.153 0.824 -0.449
O 5.550 1.845 1.160 0.072
N 4.692 -0.199 0.725 0.084
H 3.913 -0.715 0.349 0.123
C 5.951 -0.895 0.783 -0.091
H 5.918 -1.699 1.523 0.130
H 6.719 -0.175 1.070 0.132
C 6.301 -1.486 -0.595 -0.402
O 7.510 -2.168 -0.466 -0.131
C 8.122 -2.493 -1.699 -0.076
H 7.460 -3.102 -2.321 0.092
H 8.391 -1.584 -2.247 0.094
H 9.019 -3.055 -1.452 0.092
O 5.271 -2.294 -1.116 -0.135
C 5.005 -3.482 -0.390 -0.083
H 4.479 -4.143 -1.076 0.092
H 5.934 -3.954 -0.063 0.095
H 4.372 -3.287 0.482 0.086
H 6.382 -0.670 -1.334 0.169
H 2.669 0.321 -0.979 0.113
H 0.476 1.350 -1.342 0.119
H -0.707 3.790 -1.173 0.131
H -0.760 4.355 0.518 0.124
H -4.826 1.541 -1.852 0.135
H -8.543 -0.583 -1.824 0.096
H -7.484 -1.989 -1.570 0.091

---

No. 2
60
Properties=species:S:1:pos:R:3:lowdin_charge:R:1 method="wB97M-V/def2-TZVPD" smiles="CCOC(=O)C(C(=O)OCC)[C@H](c1ccc(N(C)C)cc1)c1c([O-])n(C)c(=S)n(C)c1=O" charge=-1 homo_ha=-0.15509
C -6.184 0.038 2.756 -0.097
N -5.084 0.182 3.691 -0.253
C -5.287 1.257 4.646 -0.088
C -3.795 -0.241 3.326 -0.261
C -3.174 0.273 2.171 -0.003
C -1.895 -0.138 1.825 -0.029
C -1.284 -1.163 2.539 -0.173
C 0.032 -1.751 2.055 -0.180
C 1.242 -1.024 2.586 -0.048
C 2.472 -1.714 2.816 -0.395
O 2.654 -2.931 2.674 0.016
N 3.549 -0.932 3.338 -0.049
C 4.793 -1.630 3.616 -0.086
C 3.607 0.454 3.294 -0.723
S 4.988 1.383 3.514 0.607
N 2.364 1.030 3.162 -0.068
C 2.274 2.455 3.479 -0.105
C 1.195 0.216 3.321 -0.370
O 0.288 0.613 4.059 0.050
C -1.864 -1.658 3.707 -0.017
C -3.083 -1.166 4.130 -0.007
H -6.061 -0.891 2.188 0.089
H -7.113 -0.001 3.339 0.075
H -6.237 0.888 2.056 0.073
H -4.468 1.288 5.371 0.088
H -5.362 2.236 4.143 0.077
H -6.237 1.080 5.167 0.073
H -3.662 1.051 1.576 0.108
H -1.375 0.316 0.982 0.123
H 0.097 -2.791 2.408 0.160
H 5.421 -0.929 4.173 0.019
H 4.591 -2.527 4.203 0.089
H 5.304 -1.895 2.685 0.075
H 1.243 2.792 3.376 0.083
H 2.640 2.637 4.499 0.075
H 2.935 2.991 2.790 0.055
H -1.341 -2.452 4.254 0.130
H -3.535 -1.495 5.069 0.110
H 0.529 -0.828 0.221 0.164
C 0.148 -1.802 0.561 -0.087
C 1.153 -2.888 0.195 -0.445
O 0.922 -4.078 0.185 0.119
O 2.377 -2.391 -0.065 -0.002
C 3.327 -3.461 -0.320 -0.224
C 4.682 -2.818 -0.324 -0.067
C -1.133 -2.145 -0.201 -0.415
O -1.595 -3.255 -0.332 0.131
O -1.730 -1.048 -0.736 -0.046
C -2.889 -1.362 -1.548 -0.216
C -3.550 -0.059 -1.921 -0.074
H 3.223 -4.205 0.478 0.121
H 3.080 -3.918 -1.290 0.126
H 5.445 -3.586 -0.465 0.076
H 4.764 -2.096 -1.145 0.079
H 4.866 -2.311 0.630 0.060
H -2.522 -1.894 -2.436 0.128
H -3.564 -2.011 -0.973 0.127
H -4.478 -0.264 -2.463 0.074
H -3.800 0.542 -1.036 0.070
H -2.909 0.529 -2.590 0.078

---

No. 3
58
Properties=species:S:1:pos:R:3:lowdin_charge:R:1 method="wB97M-V/def2-TZVPD" smiles="O=C(c1ccc(S(=O)(=O)N2CCCCCC2)cc1)N1CCN(c2ccccn2)CC1" charge=0 e_above_lowest_kj_mol=264.5 homo_ha=-0.30137
O -3.037 -1.409 2.149 0.083
C -2.441 -1.405 1.089 -0.420
N -2.991 -1.887 -0.051 -0.043
C -2.402 -1.812 -1.365 -0.105
H -1.330 -1.637 -1.283 0.120
H -2.560 -2.779 -1.856 0.125
C -3.091 -0.680 -2.171 -0.123
N -4.377 -0.369 -1.581 -0.080
C -4.483 0.755 -0.792 -0.283
N -3.490 1.642 -0.893 0.088
C -3.569 2.781 -0.225 -0.146
C -4.629 3.120 0.591 -0.077
C -5.663 2.198 0.710 -0.068
C -5.601 1.008 0.019 -0.004
H -6.403 0.295 0.114 0.099
H -6.513 2.408 1.343 0.108
H -4.648 4.058 1.120 0.097
H -2.724 3.445 -0.357 0.109
C -5.089 -1.580 -1.245 -0.129
H -5.064 -2.222 -2.130 0.123
H -6.133 -1.373 -1.017 0.111
C -4.390 -2.270 -0.055 -0.098
H -4.810 -1.945 0.900 0.118
H -4.482 -3.360 -0.128 0.129
H -3.247 -0.997 -3.208 0.121
H -2.496 0.232 -2.161 0.100
C -1.027 -0.912 0.993 -0.136
C -0.015 -1.645 1.605 0.005
C 1.286 -1.174 1.590 -0.042
C 1.564 0.033 0.979 -0.254
C 0.564 0.781 0.387 -0.034
C -0.738 0.311 0.394 -0.003
H -1.531 0.893 -0.053 0.090
H 0.817 1.731 -0.056 0.114
S 3.258 0.608 0.884 0.670
O 3.990 0.039 1.981 -0.282
O 3.252 2.031 0.713 -0.269
N 3.722 -0.106 -0.545 -0.255
C 3.984 0.743 -1.679 -0.192
H 3.263 1.557 -1.607 0.107
C 5.419 1.326 -1.721 -0.162
H 5.352 2.414 -1.699 0.108
C 6.271 0.878 -0.535 -0.198
H 5.702 1.029 0.383 0.081
C 6.730 -0.582 -0.631 -0.186
C 5.668 -1.525 -1.194 -0.178
H 6.018 -2.555 -1.097 0.115
C 4.323 -1.419 -0.479 -0.198
H 4.450 -1.645 0.582 0.111
H 3.625 -2.151 -0.913 0.123
H 5.527 -1.328 -2.258 0.105
H 7.021 -0.920 0.365 0.114
H 7.611 -0.645 -1.275 0.109
H 7.155 1.517 -0.475 0.113
H 5.912 1.040 -2.652 0.109
H 3.763 0.171 -2.586 0.124
H 2.088 -1.717 2.064 0.114
H -0.255 -2.577 2.094 0.126

---

No. 4
58
Properties=species:S:1:pos:R:3:lowdin_charge:R:1 method="wB97M-V/def2-TZVPD" smiles="COc1ccccc1NC(=O)Nc1ccccc1C(=O)NCCCN1CCOCC1" charge=0 e_above_lowest_kj_mol=97.8 homo_ha=-0.29571
C -0.489 -4.723 4.506 -0.083
H -1.495 -5.111 4.318 0.099
O -0.207 -3.609 3.695 -0.100
C -1.022 -2.506 3.799 -0.206
C -2.068 -2.376 4.695 -0.029
C -2.825 -1.212 4.719 -0.096
C -2.539 -0.179 3.850 -0.090
C -1.494 -0.297 2.947 -0.009
C -0.731 -1.453 2.908 -0.142
N 0.340 -1.652 2.037 0.171
C 0.727 -0.872 0.985 -0.499
O 0.243 0.205 0.699 0.064
N 1.804 -1.399 0.309 0.142
C 2.199 -0.976 -0.966 -0.180
C 3.551 -0.858 -1.271 -0.015
C 3.948 -0.419 -2.520 -0.082
C 3.000 -0.083 -3.473 -0.086
C 1.654 -0.213 -3.179 -0.039
C 1.240 -0.672 -1.936 -0.078
C -0.212 -0.920 -1.652 -0.475
O -0.613 -1.975 -1.189 0.077
N -1.009 0.100 -2.018 0.083
H -0.594 1.026 -2.128 0.102
C -2.392 0.148 -1.590 -0.175
H -2.459 -0.216 -0.557 0.122
H -2.989 -0.525 -2.216 0.123
C -2.916 1.577 -1.689 -0.154
H -3.928 1.610 -1.283 0.113
C -2.031 2.559 -0.913 -0.180
N -0.774 2.811 -1.611 -0.206
C -0.875 3.838 -2.632 -0.157
C 0.446 3.899 -3.401 -0.193
H 0.422 4.694 -4.149 0.125
O 1.524 4.192 -2.546 -0.127
C 1.620 3.223 -1.524 -0.176
C 0.329 3.124 -0.712 -0.150
H 0.425 2.316 0.013 0.100
H 0.157 4.077 -0.184 0.133
H 2.449 3.535 -0.887 0.129
H 1.849 2.240 -1.962 0.110
H 0.618 2.932 -3.899 0.122
H -1.686 3.591 -3.321 0.120
H -1.081 4.828 -2.187 0.131
H -1.789 2.114 0.054 0.115
H -2.578 3.498 -0.732 0.123
H -2.964 1.873 -2.738 0.104
H 0.908 0.012 -3.929 0.117
H 3.310 0.269 -4.445 0.103
H 4.999 -0.333 -2.749 0.103
H 4.288 -1.112 -0.522 0.112
H 2.323 -2.158 0.723 0.153
H 0.731 -2.581 2.110 0.143
H -1.263 0.501 2.264 0.095
H -3.127 0.725 3.868 0.101
H -3.638 -1.126 5.424 0.100
H -2.306 -3.172 5.382 0.102
H 0.245 -5.479 4.233 0.094
H -0.382 -4.483 5.568 0.097

---

No. 5
56
Properties=species:S:1:pos:R:3:lowdin_charge:R:1 method="wB97M-V/def2-TZVPD" smiles=c1cc[nH]c1.c1cc[nH]c1.c1cc[nH]c1.c1cc[nH]c1.c1cc[nH]c1.CC#N charge=0 e_above_lowest_kj_mol=736.9 homo_ha=-0.29539
C -1.208 0.162 -0.243 -0.080
C 0.084 -0.499 0.092 -0.252
N 1.084 -1.066 0.381 0.102
H -1.354 0.960 0.486 0.071
H -2.163 -0.339 -0.086 0.082
H -1.127 0.681 -1.198 0.074
N 3.619 -6.083 2.218 0.000
C 4.743 -6.687 1.893 -0.236
C 5.178 -7.668 2.703 -0.080
C 4.290 -7.463 3.823 -0.109
C 3.208 -6.654 3.429 -0.110
H 3.178 -5.349 1.683 0.152
H 5.150 -6.258 0.990 0.112
H 6.018 -8.347 2.694 0.094
H 4.389 -7.860 4.823 0.082
H 2.395 -6.098 3.873 0.095
N 0.184 -0.175 -5.394 -0.006
C -1.195 -0.216 -5.120 -0.111
C -1.445 -1.424 -4.406 -0.121
C -0.230 -2.069 -4.297 -0.156
C 0.802 -1.289 -4.797 -0.113
H 0.726 0.622 -5.698 0.136
H -1.802 0.612 -5.453 0.092
H -2.405 -1.740 -4.027 0.088
H -0.074 -2.923 -3.655 0.093
H 1.877 -1.395 -4.784 0.101
N 5.384 0.556 4.210 -0.001
C 5.417 1.154 5.403 -0.174
C 6.413 0.575 6.151 -0.119
C 6.827 -0.574 5.450 -0.133
C 6.251 -0.568 4.224 -0.110
H 4.649 0.688 3.530 0.144
H 4.814 1.998 5.704 0.108
H 6.706 0.870 7.147 0.090
H 7.467 -1.284 5.954 0.094
H 6.263 -1.198 3.347 0.101
N -0.650 6.298 -4.597 -0.020
C -0.335 7.262 -5.515 -0.133
C -1.126 7.074 -6.641 -0.120
C -1.978 6.036 -6.320 -0.122
C -1.712 5.610 -4.988 -0.144
H -0.389 6.222 -3.624 0.153
H 0.478 7.945 -5.319 0.100
H -1.183 7.483 -7.639 0.097
H -2.587 5.657 -7.128 0.087
H -2.014 4.784 -4.362 0.102
N -9.292 0.712 2.596 -0.002
C -8.499 0.660 1.529 -0.164
C -7.323 1.396 1.739 -0.094
C -7.387 1.709 3.090 -0.149
C -8.587 1.338 3.602 -0.139
H -10.285 0.533 2.657 0.154
H -9.015 0.288 0.656 0.105
H -6.544 1.685 1.050 0.089
H -6.606 2.247 3.607 0.095
H -9.080 1.409 4.560 0.105

---

No. 6
64
Properties=species:S:1:pos:R:3:lowdin_charge:R:1 method="wB97M-V/def2-TZVPD" charge=+2 e_above_lowest_kj_mol=0.0 homo_ha=-0.49015
Zr 8.745 9.124 12.592 1.236
C 13.128 9.333 11.160 0.005
C 11.647 9.519 11.117 -0.189
N 10.993 9.415 12.280 -0.133
N 11.789 9.520 13.393 -0.100
C 11.325 9.237 14.581 -1.019
S 9.665 8.886 15.036 0.520
S 12.319 9.552 16.053 0.924
C 13.180 11.080 15.527 -0.440
C 12.601 12.407 15.732 -0.319
C 13.332 13.482 15.171 -0.038
C 12.889 14.797 15.299 -0.055
C 11.673 15.043 15.972 -0.073
C 10.883 13.973 16.340 -0.099
C 11.342 12.674 16.211 -0.092
C 11.055 10.038 9.896 -0.105
C 11.800 10.327 8.762 0.006
C 11.189 10.959 7.628 -0.016
C 9.770 11.128 7.543 -0.018
C 9.014 10.803 8.661 -0.036
C 9.639 10.237 9.757 -0.355
O 8.833 9.738 10.663 -0.308
H 13.463 9.590 12.211 0.097
H 13.608 10.000 10.438 0.081
H 13.455 8.295 11.065 0.117
H 13.501 10.994 14.468 0.080
H 14.171 11.085 16.023 0.106
H 14.214 13.171 14.530 0.137
H 13.438 15.625 14.947 0.094
H 11.295 16.041 16.160 0.109
H 9.813 14.087 16.582 0.115
H 10.789 11.858 16.720 0.109
H 12.865 10.096 8.628 0.125
H 11.799 11.236 6.799 0.102
H 9.345 11.567 6.660 0.115
H 7.914 10.941 8.729 0.138
C 9.663 13.723 10.891 0.017
C 8.466 13.127 11.393 -0.298
N 7.344 13.411 10.824 0.172
N 6.460 12.455 11.250 0.099
C 7.044 11.592 12.112 -0.749
S 6.412 10.308 13.047 0.677
N 8.262 12.060 12.310 -0.084
N 9.266 11.396 12.986 0.016
H 9.591 14.844 10.946 0.135
H 9.703 13.546 9.821 0.100
H 10.531 13.457 11.476 0.085
H 5.488 12.413 11.019 0.171
H 10.228 11.734 12.679 0.159
H 9.188 11.541 13.992 0.108
C 8.027 7.132 9.086 -0.068
N 6.839 6.710 9.786 0.007
C 6.838 6.515 11.118 -0.709
S 8.282 6.542 12.107 0.633
N 5.702 6.162 11.720 -0.040
C 5.538 5.221 12.825 -0.064
H 8.092 6.556 8.152 0.117
H 8.896 6.851 9.628 0.045
H 8.029 8.178 8.911 0.059
H 5.901 6.728 9.378 0.169
H 4.918 6.181 11.062 0.153
H 4.561 5.360 13.337 0.112
H 6.343 5.360 13.573 0.066
H 5.691 4.191 12.543 0.094

---

No. 7
62
Properties=species:S:1:pos:R:3:lowdin_charge:R:1 method="wB97M-V/def2-TZVPD" charge=-1 homo_ha=-0.18809
Ag 0.437 -0.574 0.035 0.756
N 0.029 -2.567 -1.287 -0.056
N 1.173 -2.781 -2.084 -0.056
C 2.447 -2.254 -1.632 -0.778
O 3.418 -2.849 -2.111 -0.048
O 2.421 -1.275 -0.843 -0.132
H -0.153 -3.339 -0.654 0.075
H -0.776 -2.423 -1.881 0.072
H 1.297 -3.736 -2.388 0.101
C -2.925 1.950 -0.687 -0.049
N -1.853 2.907 -0.878 -0.085
C -2.021 4.138 -0.127 -0.181
C -0.931 5.119 -0.500 -0.141
C 0.409 4.467 -0.240 -0.165
N 0.488 3.182 -0.918 -0.074
C 1.801 2.550 -0.902 -0.029
C -0.597 2.368 -1.076 -0.513
O -0.474 1.210 -1.474 -0.031
H -3.875 2.424 -0.945 0.080
H -2.970 1.611 0.355 0.093
H -2.762 1.090 -1.327 0.080
H -1.987 3.924 0.948 0.098
H -3.008 4.542 -0.373 0.118
H -1.018 6.027 0.100 0.094
H -1.021 5.391 -1.556 0.118
H 0.557 4.327 0.836 0.104
H 1.219 5.097 -0.618 0.122
H 2.318 2.671 -1.857 0.090
H 1.719 1.486 -0.694 0.051
H 2.399 3.009 -0.114 0.089
C -0.530 8.235 2.366 -0.058
C -0.198 6.835 2.818 -0.254
C 1.127 6.482 3.033 -0.074
C 1.446 5.199 3.461 -0.085
C 0.452 4.270 3.690 -0.024
C -0.882 4.610 3.476 -0.212
N -1.922 3.694 3.708 0.083
C -1.714 2.469 4.399 -0.197
C -2.177 2.411 5.716 -0.038
C -2.067 1.260 6.473 -0.103
C -1.465 0.139 5.923 -0.094
C -1.013 0.185 4.616 -0.024
C -1.132 1.328 3.825 -0.059
C -0.638 1.230 2.378 -0.599
O -0.476 2.274 1.731 0.021
O -0.441 0.046 1.985 -0.131
C -1.215 5.894 3.025 -0.187
C -2.657 6.259 2.788 -0.048
H 0.365 8.856 2.360 0.071
H -1.265 8.706 3.022 0.079
H -0.949 8.248 1.356 0.072
H 1.910 7.213 2.865 0.099
H 2.481 4.919 3.614 0.102
H 0.703 3.269 4.012 0.115
H -2.742 4.159 4.069 0.111
H -2.621 3.303 6.147 0.107
H -2.436 1.247 7.492 0.094
H -1.356 -0.768 6.506 0.095
H -0.568 -0.682 4.148 0.112
H -3.242 5.387 2.495 0.070
H -2.750 6.992 1.987 0.070
H -3.125 6.698 3.677 0.088

---

No. 8
65
Properties=species:S:1:pos:R:3:mulliken_spin:R:1 method="wB97M-V/def2-TZVPD" spin_multiplicity=3 s2=2.0235 charge=+4 e_above_lowest_kj_mol=141.4 homo_ha="-0.63887 / -0.63892"
V 0.406 -0.706 -0.062 2.013
C 3.184 1.662 2.370 -0.001
C 2.051 1.075 1.607 -0.004
N 2.180 0.084 0.769 -0.057
N 3.415 -0.438 0.547 0.003
C 3.534 -1.572 -0.178 0.010
N 4.693 -2.186 -0.311 -0.001
S 2.111 -2.167 -0.890 -0.042
C 0.663 1.457 1.787 0.058
C 0.201 2.555 2.517 0.000
C -1.163 2.781 2.593 0.021
C -2.029 1.911 1.934 -0.006
C -1.497 0.843 1.230 0.057
N -0.189 0.622 1.152 -0.086
H 3.693 0.888 2.952 0.002
H 3.924 2.123 1.713 0.002
H 2.834 2.415 3.070 0.000
H 4.235 0.019 0.952 0.000
H 5.557 -1.881 0.123 0.000
H 4.745 -3.043 -0.849 0.001
H 0.887 3.222 3.016 0.001
H -1.551 3.618 3.153 0.000
H -3.097 2.060 1.982 0.001
H -2.138 0.124 0.721 0.004
Br -0.149 -2.247 7.384 -0.003
C -0.169 -2.175 5.484 -0.011
C 0.886 -1.577 4.787 0.006
C 0.866 -1.535 3.410 0.010
C -0.202 -2.088 2.690 0.000
C -1.260 -2.680 3.406 -0.007
C -1.240 -2.733 4.782 0.005
N -0.209 -2.091 1.295 -0.119
C -0.713 -3.134 0.704 0.006
C -0.959 -3.064 -0.700 0.068
C -1.478 -4.120 -1.456 0.014
C -1.690 -3.931 -2.811 0.005
C -1.413 -2.682 -3.359 0.003
C -0.899 -1.682 -2.544 0.037
N -0.667 -1.862 -1.249 -0.007
H 1.717 -1.169 5.339 0.000
H 1.705 -1.141 2.858 -0.002
H -2.113 -3.084 2.881 0.001
H -2.051 -3.204 5.317 0.000
H -0.966 -4.033 1.262 0.000
H -1.689 -5.064 -0.980 0.001
H -2.070 -4.734 -3.425 0.000
H -1.594 -2.487 -4.404 0.000
H -0.687 -0.695 -2.938 -0.006
N -3.311 2.905 -3.522 0.000
C -2.432 2.996 -2.335 0.000
P -0.846 2.055 -2.779 0.007
O -1.267 1.316 -4.021 0.000
O -0.304 1.296 -1.611 0.013
C 0.428 3.278 -3.469 0.001
N 0.566 2.944 -4.904 0.000
H -2.869 2.147 -4.112 0.000
H -3.354 3.774 -4.067 0.000
H -4.279 2.644 -3.297 0.000
H -2.871 2.446 -1.501 0.000
H -2.285 4.025 -2.017 0.000
H 1.359 3.109 -2.930 0.000
H 0.150 4.320 -3.332 0.000
H 0.268 3.702 -5.531 0.000
H -0.081 2.109 -5.032 0.000
H 1.522 2.682 -5.174 0.000